This record from the OMol25 dataset describes a 3-piece molecular cluster, C44H68BrCl4IN2O6P2S overall in a non-equilibrium geometry. The level of theory is the ωB97M-V functional and the def2-TZVPD basis.

Last column: Löwdin charge in e.
Geometry (Å):
H: 0.9072 7.4538 -2.3912  0.068
H: 1.4326 3.1533 3.3758  0.088
H: 1.8175 -2.7808 -5.6766  0.079
O: 1.9694 -0.8974 -1.7921  -0.311
H: -2.3513 -9.6775 -1.9421  0.020
O: -3.8151 -2.5483 -0.9165  0.053
C: -1.3216 -6.5987 -1.8143  -0.232
H: -2.3082 -10.1472 0.9105  0.088
O: -0.8565 -3.6978 2.9245  -0.019
Cl: 1.2745 -8.8539 -2.1372  0.596
C: -2.7089 9.1535 -3.8531  -0.092
C: -1.9054 -4.1866 -0.6374  0.003
H: -1.1806 0.9178 5.5348  0.069
C: 2.9924 -1.2293 -4.4347  -0.298
H: -3.4473 1.2742 -1.6490  -0.091
H: -3.6864 8.6695 -3.7796  0.080
H: -0.6686 8.8430 -3.2541  0.099
C: -0.7121 -1.9410 1.1529  -0.069
H: -3.7148 -2.2033 -5.2798  0.073
H: 2.0902 2.1540 -0.8417  0.053
C: -1.9170 -9.4773 -2.9729  -0.310
C: 0.7124 6.3976 -2.5869  -0.086
H: 1.3213 2.6758 1.1349  0.109
C: -0.0409 1.4775 7.2982  -0.270
P: 2.7586 0.3023 -2.3225  0.717
H: -1.8766 8.3551 -2.0748  0.117
H: 0.7712 6.8040 -5.4172  0.053
H: 0.8227 -1.2220 -5.1620  0.070
H: 3.3651 0.6976 2.4458  0.059
C: -1.6357 8.3366 -3.1429  -0.273
O: 4.3613 0.4330 -1.7943  -0.260
H: -1.2174 6.1482 -1.7005  0.110
H: 0.0763 3.7837 10.1592  0.054
H: -0.0972 3.1495 -0.2602  0.101
C: -2.6262 -2.7405 -0.5965  -0.283
C: 2.9546 1.2242 1.5178  -0.248
C: -1.3730 6.7325 -5.0141  -0.248
C: 3.9115 2.4476 1.1288  -0.117
C: -1.7779 -9.1435 0.6924  -0.136
H: 0.0451 -6.5461 -4.1042  0.034
H: 0.2876 -9.6922 1.2220  0.104
Cl: -1.4471 -2.6075 -3.6606  0.663
H: 5.6389 -0.2843 -0.3087  0.122
H: -0.2418 7.3273 -6.7495  0.073
H: 0.0026 8.4011 -5.3769  0.067
C: 1.3969 1.6773 1.7118  -0.323
C: 0.3851 0.5687 1.1171  -0.100
I: 1.5732 -1.4581 3.3881  0.925
C: -0.8322 -3.4544 1.7013  -0.307
H: -1.6345 1.1042 9.5334  0.067
N: -1.5744 6.9477 -3.5846  -0.193
P: -1.7128 -7.6133 -3.3672  0.912
C: 0.4625 -8.3064 -0.5974  -0.640
H: -2.7892 10.1415 -3.3915  0.073
H: -0.9047 5.0462 -3.0034  0.096
N: -0.6992 2.7650 7.4894  -0.194
H: -5.0560 -3.1361 -4.4560  0.086
C: -0.9754 -4.5553 0.5401  -0.048
H: -2.4197 3.7470 8.1726  0.114
H: 1.7346 1.4600 3.9873  0.032
Br: 0.9312 -6.2441 2.1182  0.706
C: 0.8092 3.6202 9.3687  -0.091
C: 1.0747 2.0594 3.2543  -0.109
H: 0.2372 1.0157 8.2541  0.099
H: -2.4737 9.3053 -4.9094  0.064
H: -1.7615 -8.4747 1.6351  0.095
C: -0.5349 0.8828 -0.1008  -0.090
Cl: -4.6291 -5.7997 -3.1498  0.563
H: 1.2894 -2.5657 -3.9348  0.036
H: 4.0330 -1.1566 -0.3158  0.106
C: 4.8120 -0.6961 -1.0062  -0.291
H: 3.4599 -1.8932 -3.6357  0.088
S: -2.6682 0.2120 -2.1300  0.721
H: -2.7035 2.2128 7.4304  0.102
C: -3.9998 -3.2574 -4.9072  -0.125
H: -4.0186 -3.9738 -5.7914  0.085
C: -2.1398 2.0707 9.4860  -0.087
H: 1.1350 5.8289 -1.7523  0.064
C: -0.2891 -9.5032 0.2386  -0.638
H: -1.7591 0.1593 7.0321  0.067
H: -1.7476 2.7090 10.2782  0.053
C: 1.6187 -1.9855 -4.8796  -0.114
C: -1.5661 -0.1638 -0.6820  -0.395
C: -2.9185 -3.6721 -3.7811  -0.601
H: 5.7419 -1.3824 -2.9250  0.084
H: 0.0521 0.9901 -2.6928  0.084
H: -1.5911 2.6091 -1.1731  0.087
C: -2.0799 -5.2144 -1.7699  -0.121
H: 0.1182 2.7799 -3.0643  0.108
O: 2.7826 0.1478 -4.0430  -0.256
H: 2.9278 0.4599 0.6564  0.077
C: -3.1004 -4.7866 -2.9391  -0.596
C: 0.1972 3.8076 7.9807  -0.254
C: 0.3620 2.0031 -2.2435  -0.207
H: 1.3668 -8.0586 0.0847  0.064
C: -0.7811 6.0943 -2.7056  -0.255
H: -2.7222 -9.8315 -3.7259  0.048
C: -1.6503 -1.5696 -0.0593  -0.042
H: -0.0372 1.9751 3.4926  0.082
H: 6.5759 -2.1046 -1.3975  0.078
C: -0.3531 -6.9509 -0.6605  -0.188
C: -0.2260 -5.9111 0.5145  -0.409
H: -3.1955 1.8963 9.7141  0.073
C: -2.0185 2.7294 8.1123  -0.249
H: 2.4964 2.7818 -2.5866  0.111
H: 3.6843 -1.3119 -5.3581  0.125
C: -0.8684 0.4857 6.4894  -0.090
H: 4.9166 2.0194 0.7529  0.077
C: -0.1369 7.3563 -5.6608  -0.086
O: -0.3322 -7.3961 -4.4230  -0.377
C: 5.5697 -1.8400 -1.8881  -0.085
H: 1.0184 3.9117 7.2609  0.107
H: -0.2727 -0.4060 6.2739  0.054
H: 1.6059 4.3552 9.5183  0.071
H: -2.4188 -8.6077 -0.0776  0.063
H: -0.3205 4.7734 7.9513  0.111
H: -0.9851 -10.0921 -3.2243  0.014
C: -0.5178 2.2980 -0.8876  -0.160
C: 1.9440 1.9857 -1.9667  -0.189
H: -2.2555 7.1096 -5.5431  0.102
Cl: -0.1611 -11.1476 -0.6311  0.511
H: 0.8917 1.6382 6.7463  0.110
C: 0.2634 -0.8893 1.7120  -0.425
H: 3.5158 3.1176 0.2941  0.064
H: 1.2584 6.0975 -3.4818  0.055
H: 1.2525 2.6307 9.4967  0.067
H: 4.9782 -2.8221 -1.9273  0.080
H: 4.1496 3.1506 2.0142  0.085
H: -1.3760 5.6572 -5.2238  0.115

Atomic forces in eV per Å
H -0.021 -0.046 -0.041
H -0.831 -1.641 -0.068
H -0.284 1.398 0.871
O 1.954 2.565 -0.459
H 0.877 0.317 -1.277
O 4.093 -0.830 1.077
C 0.984 2.433 3.145
H 0.855 1.704 -0.053
O 0.128 0.512 -4.196
Cl -0.698 0.748 0.901
C 0.017 0.018 -0.107
C 1.622 -2.717 0.289
H 0.002 0.015 0.099
C -0.270 -2.300 -1.795
H 0.949 -1.034 -0.054
H 0.110 -0.028 -0.025
H 0.059 0.136 0.025
C 0.123 2.308 -1.656
H -0.323 -1.762 0.483
H 0.160 -0.222 -1.779
C 0.117 -0.592 -0.991
C 0.203 -0.178 0.064
H -0.305 -1.874 0.671
C -0.203 -0.016 -0.105
P -1.334 -1.585 -0.919
H 0.143 -0.242 -0.031
H 0.007 0.126 0.035
H 1.067 -1.140 0.153
H -0.683 0.786 -1.349
C -0.143 -0.023 -0.133
O -2.672 -0.945 -0.430
H -0.057 0.145 -0.087
H 0.041 -0.097 -0.004
H -0.343 -1.250 -0.864
C -1.279 0.498 -0.255
C -0.459 0.196 -0.601
C -0.279 0.201 -0.154
C 0.692 -0.043 0.163
C -0.372 -0.719 0.089
H -0.018 -0.681 -0.448
H -0.734 0.414 -1.842
Cl -1.613 -1.448 -0.009
H -1.475 -0.306 -1.139
H -0.009 0.012 0.068
H -0.020 -0.037 0.029
C 0.263 -0.271 0.372
C -2.349 -1.989 -1.622
I -1.101 0.181 -1.315
C 0.006 0.410 1.625
H 0.014 0.041 -0.030
N -0.013 -0.382 0.160
P -0.398 0.325 -1.029
C 1.034 0.623 2.127
H 0.051 -0.085 -0.037
H -0.074 0.138 -0.184
N 0.092 0.383 -0.071
H 1.785 -0.538 -0.568
C -0.293 -1.626 -2.402
H 0.275 0.012 -0.053
H -1.374 0.752 -1.216
Br -1.083 0.021 -1.799
C 0.095 0.169 0.171
C 0.950 0.615 -0.280
H 0.073 -0.126 0.050
H -0.054 -0.014 0.051
H 0.098 -1.178 -1.487
C -0.522 -1.669 1.082
Cl 1.856 1.449 0.419
H 0.185 1.069 -1.582
H 0.659 0.760 -1.277
C 2.379 -1.334 1.240
H -0.542 1.253 -0.822
S 0.380 0.462 1.353
H 0.151 -0.032 -0.008
C 0.536 1.113 0.706
H 0.102 0.806 1.337
C -0.155 0.054 0.227
H -0.022 0.035 -0.018
C -0.146 0.391 0.784
H 0.025 0.023 -0.068
H 0.063 -0.116 -0.007
C 0.603 -0.091 1.643
C 1.567 -1.256 3.096
C -1.546 -1.945 0.481
H -0.150 -0.947 1.439
H 0.301 1.550 0.866
H 1.771 -0.675 0.413
C 0.499 -0.021 1.187
H 0.436 -1.099 1.430
O 0.606 -0.141 2.775
H 0.301 1.107 1.316
C 1.281 1.338 -0.583
C 0.108 0.011 -0.182
C -0.314 0.089 -0.539
H -1.535 -0.316 -1.243
C -0.135 0.047 0.180
H 1.209 0.805 1.151
C 2.059 1.692 0.991
H 1.597 0.116 -0.218
H -1.480 0.569 -0.811
C -1.806 2.861 -0.005
C -1.822 1.003 -1.823
H 0.061 -0.003 -0.030
C -0.183 -0.245 -0.229
H -0.785 -1.119 1.129
H -0.874 0.833 1.563
C -0.066 -0.056 0.075
H -1.542 0.720 0.622
C 0.169 -0.083 -0.201
O -0.977 0.124 2.065
C -0.312 0.398 0.397
H -0.077 -0.163 -0.027
H -0.052 0.084 0.033
H -0.038 -0.049 -0.020
H 1.072 -0.643 0.801
H -0.138 -0.176 -0.004
H -1.276 0.897 0.808
C 0.267 -1.338 -0.371
C 0.202 -0.015 0.005
H 0.035 0.054 0.140
Cl -0.348 1.215 0.842
H -0.023 0.243 0.135
C -1.898 0.632 -2.310
H 0.342 -1.017 1.067
H 0.005 0.103 0.017
H -0.057 0.027 -0.010
H 0.680 1.586 -0.206
H -0.494 -1.250 -1.245
H 0.029 0.040 0.273

Calculated values
Highest occupied orbital energy = -8.1 eV
Total charge = 0
LUMO level = -1.39 eV